Record 1
Computed, not measured: C24H24Cl3MnN12S as an isolated structure, with ωB97M-V/def2-TZVPD.

XYZ file:
```
65
Properties=species:S:1:pos:R:3:lowdin_charge:R:1
Mn -1.865 0.034 -0.378 0.267
N -3.470 4.027 0.026 0.094
C -3.116 2.733 0.039 -0.821
S -2.241 2.095 -1.319 0.713
N -3.478 2.041 1.107 0.001
N -3.098 0.745 1.024 -0.129
C -3.413 -0.032 1.999 -0.056
C -3.002 -1.420 1.862 -0.232
C -3.313 -2.401 2.798 0.000
C -2.934 -3.706 2.556 -0.038
C -2.264 -4.008 1.377 -0.036
C -1.983 -2.977 0.501 -0.124
N -2.319 -1.708 0.737 0.039
H -3.295 4.582 -0.792 0.089
H -4.090 4.371 0.739 0.108
H -3.971 0.333 2.853 0.133
H -3.856 -2.129 3.693 0.122
H -3.164 -4.485 3.271 0.118
H -1.965 -5.019 1.138 0.113
H -1.466 -3.168 -0.431 0.096
Cl -6.336 -0.795 -3.437 0.659
C -4.890 -1.795 -3.369 -1.615
Cl -5.281 -3.421 -2.786 0.635
Cl -4.112 -1.881 -4.951 0.643
C -3.944 -1.197 -2.425 -0.294
N -3.192 -0.750 -1.689 0.154
C 1.127 -1.623 0.880 0.022
C 0.746 -0.263 1.349 -0.297
N -0.333 0.434 1.040 0.047
C -0.278 1.603 1.775 -0.093
C 0.862 1.623 2.504 -0.040
N 1.501 0.429 2.243 -0.007
C 2.827 0.063 2.708 -0.057
N 3.799 0.105 1.647 -0.054
N 4.299 -1.060 1.156 0.052
N 5.003 -0.820 0.122 0.083
C 4.976 0.541 -0.118 -0.233
C 5.571 1.294 -1.135 -0.011
C 5.340 2.649 -1.126 -0.078
C 4.546 3.254 -0.129 -0.073
C 3.960 2.526 0.882 -0.011
C 4.193 1.148 0.861 -0.175
H 0.288 -2.089 0.382 0.040
H 1.429 -2.250 1.721 0.095
H 1.967 -1.590 0.184 0.080
H -1.060 2.341 1.719 0.098
H 1.255 2.342 3.201 0.124
H 2.838 -0.955 3.091 0.138
H 3.097 0.749 3.508 0.145
H 6.191 0.820 -1.883 0.117
H 5.781 3.274 -1.891 0.107
H 4.397 4.325 -0.160 0.110
H 3.352 3.002 1.638 0.103
C 1.019 1.589 -1.873 -0.015
C 0.626 0.200 -2.234 -0.358
N -0.415 -0.507 -1.827 0.015
C -0.382 -1.693 -2.534 -0.135
C 0.715 -1.729 -3.328 -0.061
N 1.341 -0.523 -3.126 0.117
H 0.435 1.952 -1.036 0.021
H 0.839 2.259 -2.716 0.094
H 2.081 1.633 -1.627 0.076
H -1.142 -2.445 -2.421 0.090
H 1.087 -2.473 -4.008 0.119
H 2.181 -0.205 -3.581 0.167
```

Values from the calculation:
Multiplicity   2
Total charge   +1
Kohn-Sham gap (spin up / spin down)   7.5 / 7.5 eV
HOMO energy (spin up / spin down)   -10.1684 / -10.1524 eV
⟨S²⟩   0.77
Electronic energy   -122877.3938 eV


Record 2
Computed, not measured: C24H24Cl5N5OPbS as an isolated structure, with ωB97M-V/def2-TZVPD.

XYZ file:
```
61
Properties=species:S:1:pos:R:3:lowdin_charge:R:1
Pb -0.377 0.002 -0.091 1.289
C 3.870 -1.661 -3.925 -0.076
C 4.148 -0.866 -2.659 -0.250
N 3.586 -1.486 -1.457 0.015
C 2.330 -1.415 -1.023 -0.748
S 1.237 -0.375 -1.943 0.751
N 2.014 -2.123 0.040 0.011
N 0.742 -1.985 0.461 -0.110
C 0.234 -2.806 1.307 -0.234
C 0.978 -3.941 1.921 0.007
C -1.217 -2.622 1.575 -0.199
C -1.905 -3.453 2.444 0.027
C -3.284 -3.341 2.538 0.005
C -3.943 -2.418 1.744 -0.009
C -3.188 -1.599 0.925 -0.155
N -1.859 -1.680 0.859 0.006
H 4.332 -1.169 -4.780 0.087
H 4.281 -2.668 -3.851 0.084
H 2.799 -1.739 -4.118 0.059
H 5.219 -0.782 -2.483 0.127
H 3.762 0.151 -2.734 0.094
H 4.163 -2.136 -0.941 0.161
H 1.974 -4.007 1.498 0.080
H 1.065 -3.787 2.999 0.110
H 0.452 -4.882 1.760 0.102
H -1.371 -4.189 3.027 0.125
H -3.837 -3.984 3.210 0.132
H -5.019 -2.323 1.758 0.127
H -3.658 -0.857 0.295 0.094
Cl 2.367 0.869 1.372 0.774
C 0.990 1.437 2.238 -0.696
C -0.284 1.195 1.744 -0.325
C -1.390 1.668 2.433 -0.677
Cl -2.981 1.420 1.818 0.786
C -1.234 2.367 3.629 -0.696
Cl -2.600 2.942 4.478 0.758
C 0.051 2.598 4.129 -0.686
Cl 0.255 3.450 5.588 0.776
C 1.171 2.137 3.430 -0.695
Cl 2.742 2.425 4.029 0.764
O 0.000 2.398 -1.099 -0.202
C -0.434 2.754 -2.425 -0.214
C -1.874 3.228 -2.420 -0.138
C -2.789 2.283 -1.630 -0.141
C -2.842 0.899 -2.206 -0.247
C -3.691 0.627 -3.274 0.023
C -3.729 -0.632 -3.839 0.005
C -2.904 -1.625 -3.325 -0.010
C -2.084 -1.306 -2.271 -0.152
N -2.052 -0.077 -1.717 -0.020
H 0.131 3.193 -0.569 0.121
H -0.318 1.844 -3.018 0.100
H 0.237 3.504 -2.842 0.138
H -2.217 3.328 -3.452 0.131
H -1.940 4.222 -1.973 0.130
H -3.802 2.689 -1.624 0.136
H -2.463 2.245 -0.593 0.047
H -4.323 1.422 -3.649 0.137
H -4.392 -0.840 -4.669 0.132
H -2.893 -2.625 -3.732 0.128
H -1.418 -2.048 -1.847 0.101
```

Values from the calculation:
Total charge   +2
Kohn-Sham gap   6.9 eV
HOMO energy   -13.8438 eV
Electronic energy   -113456.5066 eV


Record 3
Computed, not measured: C24H24ClLuN7O4 as an isolated structure at a distorted geometry, with ωB97M-V/def2-TZVPD.

XYZ file:
```
61
Properties=species:S:1:pos:R:3:lowdin_charge:R:1
Lu -0.012 0.751 0.462 1.555
C 2.570 0.548 -3.664 -0.031
C 1.817 1.023 -2.443 -0.250
N 1.657 0.289 -1.402 -0.031
N 2.216 -1.014 -1.391 0.076
C 1.873 -1.654 -0.278 -0.479
O 1.172 -1.205 0.671 -0.181
C 2.470 -3.005 -0.095 -0.146
C 2.659 -3.513 1.187 -0.014
C 3.239 -4.759 1.291 -0.118
C 3.509 -5.519 0.183 -0.110
C 3.295 -4.976 -1.116 -0.098
C 2.738 -3.728 -1.261 -0.042
C 1.203 2.431 -2.246 -0.195
C 1.533 3.456 -3.134 -0.043
C 1.151 4.735 -2.909 -0.078
C 0.443 4.969 -1.722 -0.053
C 0.095 3.878 -0.930 -0.134
N 0.455 2.636 -1.185 0.027
H 1.960 -0.324 -4.065 0.107
H 3.430 0.056 -3.267 0.058
H 2.756 1.227 -4.462 0.045
H 2.362 -2.976 2.076 0.120
H 3.307 -5.226 2.252 0.092
H 3.886 -6.607 0.238 0.119
H 3.519 -5.618 -1.991 0.100
H 2.569 -3.218 -2.209 0.107
H 2.016 3.182 -4.057 0.095
H 1.349 5.574 -3.645 0.126
H 0.116 5.972 -1.497 0.094
H -0.569 4.007 -0.033 0.112
C -2.226 2.991 3.179 0.004
C -2.398 2.236 1.942 -0.556
O -1.639 2.326 0.962 -0.132
N -3.435 1.419 1.919 0.083
C -3.845 0.720 0.752 -0.140
C -3.391 -0.691 0.635 -0.272
C -4.297 -1.694 0.182 -0.025
C -3.791 -2.946 -0.070 -0.098
C -2.493 -3.215 0.222 -0.058
C -1.659 -2.187 0.633 -0.129
N -2.068 -0.930 0.832 0.033
H -2.305 4.080 2.943 0.111
H -1.235 2.839 3.600 0.079
H -2.983 2.797 3.928 0.079
H -3.905 1.234 2.843 0.172
H -3.434 1.274 -0.114 0.117
H -4.917 0.615 0.772 0.116
H -5.353 -1.450 -0.032 0.114
H -4.453 -3.678 -0.535 0.108
H -2.084 -4.219 0.037 0.114
H -0.653 -2.389 0.761 0.072
N -2.480 0.087 -2.114 -0.072
C -1.461 0.091 -1.579 -0.352
O 2.820 3.319 2.257 -0.076
N 1.804 3.152 1.641 -0.241
O 1.613 1.953 1.161 -0.366
Cl -1.385 -0.512 3.963 0.287
C -0.062 0.401 3.028 -0.666
H 0.770 -0.242 3.195 -0.070
H 0.153 1.227 3.697 -0.061
```

Values from the calculation:
Total charge   -1
Kohn-Sham gap   7.2 eV
HOMO energy   -4.5362 eV
Electronic energy   -90043.6915 eV


Record 4
Computed, not measured: C24H24F5N5O2Pd as an isolated structure, with ωB97M-V/def2-TZVPD.

XYZ file:
```
61
Properties=species:S:1:pos:R:3:lowdin_charge:R:1
Pd 0.344 -0.072 0.184 0.883
O 3.697 -1.831 1.725 0.164
C 2.772 -1.094 1.513 -0.401
N 1.787 -1.381 0.548 -0.036
C 1.855 -2.636 -0.126 -0.135
C 0.778 -2.706 -1.181 -0.243
C 0.675 -3.837 -1.983 0.007
C -0.306 -3.891 -2.952 -0.018
C -1.159 -2.804 -3.102 -0.037
C -0.992 -1.721 -2.267 -0.123
N -0.050 -1.660 -1.314 0.009
C 2.530 0.200 2.226 -0.190
C 3.407 0.600 3.212 0.034
C 3.153 1.788 3.884 -0.004
C 2.027 2.513 3.539 -0.011
C 1.201 2.037 2.533 -0.101
N 1.435 0.902 1.873 0.020
H 1.740 -3.452 0.601 0.161
H 2.851 -2.787 -0.564 0.155
H 1.361 -4.659 -1.835 0.133
H -0.408 -4.765 -3.581 0.126
H -1.945 -2.801 -3.842 0.117
H -1.644 -0.863 -2.342 0.074
H 4.263 -0.020 3.440 0.135
H 3.817 2.134 4.664 0.129
H 1.781 3.438 4.041 0.123
H 0.313 2.583 2.254 0.096
C -0.358 0.425 -5.430 -0.016
C -0.103 1.891 -5.075 -0.157
N -1.296 2.695 -5.303 0.083
C -1.258 3.742 -6.289 -0.146
C -0.635 4.995 -5.619 -0.003
C -2.598 2.486 -4.581 -0.272
O -3.545 2.943 -5.136 0.220
C -2.664 1.757 -3.294 -0.149
C -3.793 0.916 -3.114 0.009
C -3.976 0.358 -1.835 -0.039
C -3.120 0.610 -0.817 -0.044
N -1.975 1.441 -1.012 0.003
C -1.802 2.029 -2.280 0.003
H 0.575 -0.115 -5.270 0.101
H -0.634 0.324 -6.478 0.098
H -1.129 -0.018 -4.807 0.062
H 0.686 2.312 -5.695 0.137
H 0.191 2.004 -4.031 0.127
H -2.268 3.951 -6.628 0.135
H -0.629 3.392 -7.109 0.149
H -1.262 5.339 -4.800 0.091
H -0.603 5.766 -6.387 0.103
H 0.376 4.807 -5.266 0.085
H -4.498 0.757 -3.913 0.128
H -4.819 -0.291 -1.643 0.133
H -3.225 0.195 0.172 0.137
H -0.980 2.723 -2.347 0.136
F -0.361 2.731 -0.092 0.110
C -1.629 2.304 0.092 -0.469
F -1.674 1.577 1.220 0.117
C -2.559 3.572 0.261 -0.537
F -1.967 4.629 -0.288 0.190
F -2.788 3.804 1.541 0.211
F -3.716 3.362 -0.365 0.196
```

Values from the calculation:
Multiplicity   5
Total charge   +2
Kohn-Sham gap (spin up / spin down)   6.6 / 5.7 eV
HOMO energy (spin up / spin down)   -12.6407 / -15.0806 eV
⟨S²⟩   6.05
Electronic energy   -53872.4424 eV


> electronic energy of number 3 (C24H24ClLuN7O4)?

-90043.6915 eV